DFT (ωB97M-V with the def2-TZVPD basis set) results for the ion C9H12ClN2 with charge +1 at a distorted geometry.

Its SMILES is C=[N+](C)Cc1ccccc1NCl. As for the energy above the lowest of the compared OMol25 structures with the same formula, charge and spin: 1.010 eV. The charge is +1. As for the HOMO energy: -12.198 eV. Its orbital gap is 7.84 eV.

Last column: natural (NBO) charge in e.
Element x y z (Å)
C  2.3535  1.6905  -1.0105  0.120
N  1.5059  1.2623  -0.2178  -0.223
C  1.7453  0.8564  1.2544  -0.432
C  0.1015  1.2295  -0.5652  -0.246
C  -0.8012  -0.0861  -0.3515  -0.087
C  -1.4029  -0.2773  0.8441  -0.212
C  -2.2103  -1.3582  1.2311  -0.197
C  -2.3758  -2.3266  0.1894  -0.152
C  -1.7713  -2.1458  -0.9463  -0.253
C  -1.0554  -1.0428  -1.2916  0.144
N  -0.8359  -0.8522  -2.7030  -0.580
Cl  0.8333  -0.8816  -3.2336  0.076
H  3.4298  1.8216  -0.7018  0.231
H  2.1465  2.0714  -1.9939  0.236
H  2.8505  0.8184  1.4741  0.246
H  1.1982  1.5572  1.9355  0.250
H  1.2938  -0.1466  1.4192  0.260
H  0.1397  1.4437  -1.7344  0.248
H  -0.3815  1.9360  0.0552  0.240
H  -1.4864  0.5510  1.6235  0.219
H  -2.5776  -1.6110  2.2745  0.248
H  -2.9814  -3.1535  0.5588  0.238
H  -1.9153  -2.9300  -1.6898  0.225
H  -1.3028  -1.6896  -3.2184  0.402

DFT (ωB97M-V with the def2-TZVPD basis set) results for a structure of composition C9H12CrN2O4S at a distorted geometry.

As for the energy above the lowest of the compared OMol25 structures with the same formula, charge and spin: 1.124 eV. The charge is +3. As for the HOMO energy (alpha / beta): -20.841 / -20.824 eV. Its orbital gap (alpha / beta) is 6.35 / 5.65 eV. The spin multiplicity is 4.

Last column: Löwdin charge in e.
Element x y z (Å)
Cr  0.2575  -1.1411  -1.2357  0.261
C  -0.6218  -1.8177  0.1606  -0.050
O  -1.2035  -2.1933  1.1295  0.286
C  0.3780  -2.6848  -2.3266  0.005
O  0.4164  -3.7412  -2.8781  0.293
C  2.1210  -1.2519  -0.5985  -0.066
O  3.1575  -1.2055  -0.0685  0.262
C  -1.2030  -0.3194  -2.2526  -0.040
O  -2.1315  0.2700  -2.7130  0.243
C  1.8452  1.0594  -3.1783  0.084
H  1.0632  1.7896  -3.3844  0.107
H  2.7093  1.3561  -2.5861  0.107
C  1.6405  -0.2677  -3.4863  -0.047
H  2.3845  -1.0671  -3.3069  0.093
H  0.8028  -0.6330  -4.1106  0.094
C  0.0302  -0.0901  3.3078  -0.018
N  0.4393  0.8576  2.2515  0.027
C  -0.2899  1.0210  1.1201  -0.607
S  0.5234  0.9691  -0.4822  0.926
N  -1.5863  1.2152  1.1712  0.029
C  -2.3466  1.5776  2.3697  0.022
H  -1.0339  -0.3417  3.2406  0.089
H  0.2469  0.3927  4.2642  0.122
H  0.6655  -0.9829  3.2862  0.110
H  1.4452  0.8842  2.0764  0.152
H  -2.0481  1.3557  0.2682  0.160
H  -2.9164  2.4879  2.1700  0.127
H  -3.0803  0.7917  2.5748  0.122
H  -1.6649  1.7096  3.2168  0.107

DFT (ωB97M-V with the def2-TZVPD basis set) results for a cluster of 2 separate species, C9H12F10O6S2 in total at a distorted geometry.

The charge is 0. As for the HOMO energy: -11.056 eV. Its orbital gap is 11.21 eV.

Last column: natural (NBO) charge in e.
Element x y z (Å)
O  -1.6995  0.7679  5.3394  -0.903
S  -1.0109  0.7394  4.0985  1.722
O  -0.1196  -0.6791  4.2050  -0.307
F  1.1045  -0.4475  3.6284  -0.112
O  -2.1637  0.3643  2.9837  -0.712
C  -3.0473  1.5151  2.8701  -0.101
C  -3.4652  1.7689  1.4354  -0.421
C  -2.4412  2.5328  0.5328  -0.400
C  -1.0115  2.5669  1.0671  -0.487
C  0.0076  2.9983  0.0005  0.646
F  0.4810  4.2075  0.4201  -0.332
F  -0.5339  3.2518  -1.1791  -0.305
C  1.2682  2.1135  -0.0794  0.449
F  1.8146  2.0903  1.1168  -0.296
F  2.1437  2.7123  -0.8468  -0.285
S  1.0578  0.3600  -0.6809  2.378
F  -0.4802  0.5336  -0.9654  -0.461
F  1.3294  0.8285  -2.1740  -0.460
F  2.6220  0.1569  -0.5365  -0.458
F  0.8158  -0.1885  0.7613  -0.447
F  0.9548  -1.1188  -1.2164  -0.453
H  -2.6449  2.4016  3.3657  0.188
H  -3.9426  1.2463  3.4295  0.211
H  -3.7700  0.8607  0.9218  0.226
H  -4.3534  2.3984  1.4932  0.222
H  -2.5033  2.0903  -0.4571  0.224
H  -2.8042  3.5524  0.4134  0.213
H  -0.9888  3.2634  1.8980  0.240
H  -0.6716  1.6085  1.4540  0.223
C  1.5286  -4.0171  -3.2215  -0.101
C  2.8402  -4.1741  -2.4904  -0.100
O  3.4632  -5.2464  -3.2002  -0.489
C  2.9273  -5.2863  -4.4500  0.964
O  3.3422  -5.9508  -5.3386  -0.563
O  1.8511  -4.4594  -4.5408  -0.489
H  1.1738  -2.9893  -3.2339  0.205
H  0.7436  -4.6595  -2.8168  0.184
H  3.4706  -3.2857  -2.5660  0.186
H  2.7115  -4.4270  -1.4406  0.203

DFT (ωB97M-V with the def2-TZVPD basis set) results for the molecule C9H12F5NO2.

Its SMILES is N[C@@H]1C[C@@H](CCCC(F)(F)C(F)(F)F)OC1=O. The charge is 0. As for the HOMO energy: -10.133 eV. Its orbital gap is 10.87 eV.

Last column: natural (NBO) charge in e.
Element x y z (Å)
N  1.5532  -2.6941  1.2432  -0.836
C  2.1742  -2.0628  0.0725  -0.165
C  2.4470  -0.5992  0.4089  -0.425
C  1.0290  -0.0081  0.3610  0.091
C  1.0192  1.4324  -0.1225  -0.411
C  -0.2281  2.2868  0.1833  -0.403
C  -1.5503  1.5772  0.4959  -0.473
C  -2.3454  1.1861  -0.7374  0.616
F  -1.5659  1.0230  -1.8241  -0.315
F  -3.2250  2.1797  -1.0406  -0.331
C  -3.1958  -0.0952  -0.5758  0.920
F  -3.8444  -0.0530  0.6031  -0.322
F  -2.4306  -1.1858  -0.5919  -0.300
F  -4.1035  -0.1969  -1.5476  -0.303
O  0.3138  -0.8424  -0.5841  -0.503
C  1.0988  -1.8746  -0.9759  0.784
O  0.9287  -2.4655  -1.9893  -0.540
H  2.2604  -2.9482  1.9225  0.364
H  1.0572  -3.5403  0.9859  0.372
H  3.0312  -2.6229  -0.3085  0.202
H  2.9394  -0.4911  1.3760  0.225
H  3.0503  -0.1305  -0.3755  0.214
H  0.5357  -0.1105  1.3309  0.194
H  1.2179  1.4221  -1.1987  0.224
H  1.8814  1.9173  0.3479  0.212
H  -0.0043  2.9475  1.0243  0.213
H  -0.4154  2.9494  -0.6670  0.224
H  -1.4337  0.7161  1.1581  0.229
H  -2.1949  2.2832  1.0254  0.245

DFT (ωB97M-V with the def2-TZVPD basis set) results for a cluster of 2 separate species, C9H12F6N2O5PS in total at a distorted geometry.

The charge is -1. As for the HOMO energy: -6.939 eV. Its orbital gap is 9.21 eV.

Last column: natural (NBO) charge in e.
Element x y z (Å)
C  3.6784  0.3645  2.0428  -0.272
C  3.6443  0.8089  0.7944  -0.052
C  3.0097  1.1098  -0.6789  -0.451
C  1.5498  1.8379  -0.5775  -0.406
C  0.5029  1.0632  0.3750  -0.453
C  -0.6835  0.2853  -0.4092  0.384
N  -0.1791  -0.2243  -1.7256  -0.510
C  -0.8319  0.2778  -2.7421  0.869
O  -1.3508  0.7741  -3.7750  -0.518
O  -0.7709  -0.9772  0.3702  -0.635
S  -2.3301  -1.2359  0.9801  2.376
O  -3.0752  -2.1117  0.0048  -0.858
O  -2.3484  -1.9180  2.3217  -0.817
O  -2.7721  0.3888  0.9749  -0.673
C  -2.2036  0.8663  -0.3101  0.002
C  -2.4340  2.4516  -0.5340  -0.239
N  -2.3151  3.2919  0.6961  -0.857
H  3.7112  0.0676  3.1626  0.271
H  3.7835  1.8213  -1.1850  0.226
H  2.8846  0.1238  -1.2607  0.267
H  1.7631  2.8640  -0.0620  0.208
H  1.1518  2.0161  -1.6520  0.220
H  0.0076  1.8768  1.0508  0.210
H  0.9781  0.3072  1.1036  0.296
H  -2.9861  0.4122  -1.0510  0.234
H  -3.5360  2.5691  -0.8999  0.210
H  -1.6723  2.8800  -1.2999  0.222
H  -2.8279  2.9056  1.5023  0.378
H  -1.3427  3.5458  0.9221  0.366
F  -0.3147  -3.6455  -0.5427  -0.605
P  0.9993  -4.0629  0.2664  2.645
F  1.5703  -4.6322  -1.1143  -0.607
F  1.6158  -2.6459  -0.1515  -0.612
F  -0.2306  -4.5286  1.1746  -0.603
F  1.6613  -3.4708  1.5963  -0.607
F  1.6931  -5.4562  0.6323  -0.606

DFT (ωB97M-V with the def2-TZVPD basis set) results for the ion C9H12FO3S with charge -1 at a distorted geometry.

Its SMILES is CC\C(F)=C/C(C)=C\C=C\S(=O)(=O)[O-]. The charge is -1. As for the HOMO energy: -4.805 eV. Its orbital gap is 7.91 eV.

Last column: natural (NBO) charge in e.
Element x y z (Å)
C  0.4480  -2.6072  -1.1970  -0.607
C  -0.1632  -1.3878  -0.4806  -0.477
C  0.8472  -0.6937  0.4943  0.509
F  1.2456  -1.5689  1.4891  -0.371
C  1.4462  0.4840  0.4054  -0.416
C  0.9575  1.5371  -0.5161  0.009
C  2.0629  1.9009  -1.5567  -0.641
C  -0.3133  2.0147  -0.4484  -0.216
C  -1.1897  1.4249  0.4840  -0.273
C  -0.9951  0.6984  1.5624  -0.426
S  -2.4830  -0.2661  2.0654  2.376
O  -2.0355  -1.6493  1.9041  -1.031
O  -2.8891  0.1177  3.4211  -1.014
O  -3.4825  0.1101  1.0692  -1.043
H  1.4554  -2.5826  -1.6932  0.197
H  -0.2379  -2.9189  -1.9187  0.203
H  0.5305  -3.5308  -0.5499  0.206
H  -1.0768  -1.6153  -0.0663  0.275
H  -0.2431  -0.4912  -1.2418  0.208
H  2.1551  0.4790  1.2576  0.234
H  2.5816  0.9614  -1.6602  0.216
H  2.8298  2.6694  -1.3386  0.210
H  1.5684  2.1928  -2.5109  0.204
H  -0.6782  2.7600  -1.1885  0.208
H  -2.2285  1.4179  0.1321  0.255
H  -0.1124  0.5434  2.0821  0.206

Number 1: energy -25020.5809 eV. Number 2: energy -59918.9565 eV. Number 3: energy -70651.5308 eV. Number 4: energy -28701.1110 eV. Number 5: energy -59171.7760 eV. Number 6: energy -29221.4839 eV.